# 1
The following is a quantum chemistry calculation of a gas-phase ion, C5H10N3O2S (charge +1) in a non-equilibrium geometry, from the Open Molecules 2025 dataset.

```
21
Properties=species:S:1:pos:R:3:forces:R:3:mulliken_charge:R:1
C 2.339 2.528 0.053 1.8 -1.1 -2.2 -0.759
S 1.796 0.950 -0.699 -0.3 -0.6 0.0 -0.016
C 0.301 0.514 0.157 -4.5 2.6 -1.2 0.541
O -0.368 1.420 0.992 0.6 -1.4 0.3 -0.394
N -1.088 1.154 -0.245 0.5 1.2 -1.2 -0.460
C -2.705 0.522 -0.236 5.8 -1.3 1.0 0.474
O -3.628 1.184 -0.186 -2.2 1.7 0.1 -0.318
N -2.434 -0.793 -0.270 2.4 -0.4 -0.6 -0.181
C -1.146 -1.377 -0.633 -1.3 -0.8 0.7 -0.335
N -0.075 -0.909 0.365 0.3 -1.0 0.8 -0.011
C 1.155 -1.755 0.390 -0.9 -1.3 1.7 -1.018
H 2.068 2.464 1.061 0.5 0.2 1.6 0.290
H 1.840 3.332 -0.417 -0.6 0.8 -0.5 0.311
H 3.458 2.537 -0.302 -2.0 0.1 1.4 0.338
H -3.087 -1.496 -0.218 -2.5 -1.2 0.1 0.192
H -1.403 -2.507 -0.741 1.3 1.8 0.8 0.363
H -0.707 -1.054 -1.524 0.0 0.6 -1.8 0.365
H -0.591 -0.925 1.243 0.4 0.0 0.6 0.401
H 1.576 -1.731 -0.581 0.3 -0.4 -1.0 0.487
H 1.895 -1.289 1.054 -0.4 -0.4 0.0 0.395
H 0.805 -2.771 0.736 0.8 1.0 -0.5 0.335
```
Positions in Å, forces in eV/Å.

- Calculated total energy: -909.01755 Ha
- Net charge: +1
- Highest occupied orbital energy: -13.1 eV
- Structure (SMILES): CS[C@@]12ON1C(=O)NC[N@H+]2C
- Energy relative to the best compared isomer or geometry (same formula, charge and spin): 514.20 kJ/mol
- Frontier orbital gap: 9.93 eV

=====

# 2
The following is a quantum chemistry calculation of a gas-phase ion, C9H6N5O3 (charge -1) in a non-equilibrium geometry, from the Open Molecules 2025 dataset.

```
23
Properties=species:S:1:pos:R:3:forces:R:3:mulliken_charge:R:1
N 1.282 -1.424 -3.657 -0.3 0.3 -1.7 -0.398
C 0.595 -0.677 -2.763 -0.4 0.4 2.0 -0.066
N -0.182 0.367 -3.121 0.3 -0.3 -0.2 -0.720
C -0.773 1.123 -2.174 0.9 -1.1 1.9 -0.289
N -0.649 0.986 -0.814 -0.9 1.9 -2.2 -0.542
C 0.125 -0.005 -0.457 1.3 -2.0 -3.1 0.762
C 0.718 -0.940 -1.377 -1.0 1.3 0.6 0.754
N 1.343 -1.908 -0.656 1.1 -0.9 0.5 -0.854
C 1.214 -1.561 0.615 0.1 -0.1 -1.9 -0.233
N 0.526 -0.423 0.757 -2.0 3.7 -1.1 0.045
C -0.113 0.210 1.989 2.7 -2.6 0.9 0.808
C -1.519 0.247 2.028 -2.8 0.8 1.4 -1.068
C -2.018 1.395 2.810 -0.2 -3.0 -1.2 0.313
O -3.110 1.686 3.309 1.9 0.2 -0.9 -0.706
O -0.850 2.231 3.035 1.3 -0.6 0.0 -0.336
C 0.277 1.525 2.642 1.1 1.4 -0.1 0.372
O 1.417 1.901 2.859 -1.7 -0.2 -0.2 -0.628
H 1.871 -2.196 -3.374 -0.3 0.4 0.1 0.237
H 1.144 -1.209 -4.651 0.2 -0.3 0.9 0.259
H -1.397 1.937 -2.534 0.1 -0.2 0.1 0.415
H 1.619 -2.080 1.444 0.2 -0.4 0.6 0.443
H 0.602 -0.588 2.417 -1.5 0.9 3.1 0.078
H -2.123 -0.597 1.675 0.0 0.6 0.4 0.353
```
Positions in Å, forces in eV/Å.

- Calculated total energy: -846.12106 Ha
- Net charge: -1
- Highest occupied orbital energy: -3.4 eV
- Structure (SMILES): Nc1ncnc2c1ncn2[C@@H]1C=C([O-])OC1=O
- Frontier orbital gap: 6.62 eV

=====

# 3
The following is a quantum chemistry calculation of a molecular structure, C29H21N6O5PdS in a non-equilibrium geometry, from the Open Molecules 2025 dataset.

```
63
Properties=species:S:1:pos:R:3:forces:R:3:lowdin_spin:R:1
Pd -0.049 -0.139 -0.639 -3.2 -0.7 0.4 1.285
N -3.828 1.910 -0.764 0.2 -0.5 0.0 0.017
C -3.225 3.135 -0.781 0.9 0.4 0.0 0.014
C -3.746 4.421 -0.900 0.0 0.1 0.0 0.004
C -2.844 5.463 -0.928 -0.3 -0.3 0.0 0.005
C -1.466 5.231 -0.813 0.3 -0.3 0.1 0.010
C -0.943 3.960 -0.677 -0.1 0.1 0.0 0.000
C -1.828 2.880 -0.686 -0.7 0.7 0.0 0.020
N -1.633 1.520 -0.638 -0.5 -0.8 0.1 0.126
C -2.855 0.975 -0.689 0.1 0.7 0.1 -0.001
C -3.028 -0.449 -0.782 0.3 -0.7 -0.2 0.124
C -4.213 -1.181 -0.791 0.2 -0.5 -0.1 0.268
S -3.965 -2.838 -1.049 0.6 0.5 0.0 0.284
C -2.132 -2.505 -1.282 -0.3 -0.7 -0.6 0.046
N -1.903 -1.157 -0.942 -0.4 0.9 0.5 0.328
H -4.823 1.756 -0.846 0.0 -0.1 0.0 0.000
H -4.810 4.588 -0.980 -0.1 0.1 0.0 0.000
H -3.200 6.475 -1.034 0.0 0.1 0.0 0.000
H -0.798 6.077 -0.831 0.1 0.1 0.0 0.000
H 0.116 3.807 -0.572 0.1 0.0 0.0 0.000
H -5.204 -0.813 -0.615 -0.3 0.2 0.0 0.008
H -1.923 -2.680 -2.357 -0.1 0.1 0.3 0.022
N 0.521 -0.196 1.649 0.1 -0.7 -0.6 0.194
C 0.689 1.024 2.311 -0.1 1.0 0.5 -0.017
C 0.014 1.168 3.536 0.2 -0.4 -0.6 0.054
C 0.223 2.250 4.360 0.3 0.4 -0.2 -0.002
C 1.133 3.225 3.956 -0.1 -0.2 0.0 0.034
C 1.750 3.135 2.723 0.0 0.1 0.1 0.033
C 1.524 2.078 1.813 -0.2 -0.4 0.2 0.004
C 1.961 2.233 0.424 0.1 0.4 0.3 0.042
C 2.553 3.428 -0.022 0.2 -0.3 0.2 0.009
C 2.668 3.785 -1.356 -0.1 -0.3 0.3 0.053
C 2.090 3.003 -2.366 -0.4 -0.8 -0.2 0.006
C 1.613 1.766 -2.031 0.4 0.4 -0.8 0.030
C 1.682 1.293 -0.666 0.5 0.9 -0.2 0.088
H -0.094 -0.815 2.187 0.1 0.1 -0.3 0.002
H 1.435 -0.672 1.505 -0.7 0.0 0.1 0.004
H -0.637 0.371 3.869 -0.1 -0.1 0.0 0.002
H -0.283 2.324 5.310 -0.1 0.0 0.1 -0.001
H 1.335 4.068 4.598 0.1 0.1 0.0 0.001
H 2.419 3.940 2.467 0.0 0.0 -0.1 0.001
H 2.944 4.134 0.692 -0.1 0.0 0.1 0.001
H 3.184 4.694 -1.622 0.0 0.2 0.0 0.002
H 2.099 3.338 -3.393 0.0 -0.1 -0.1 0.000
H 1.343 1.042 -2.802 0.1 0.2 0.1 0.005
O 2.559 -0.724 0.139 -0.1 0.8 -1.0 0.437
N 1.916 -0.036 -0.637 2.9 -0.9 1.0 0.331
O -1.408 -3.471 -0.550 -0.2 0.2 0.3 0.018
C -0.064 -3.408 -0.577 -0.1 -1.0 0.0 0.011
O 0.533 -2.374 -0.847 0.4 0.6 -0.1 0.088
C 0.579 -4.706 -0.313 0.1 -0.1 0.0 0.006
C -0.052 -5.711 0.434 -0.1 0.1 -0.1 0.001
C 0.560 -6.940 0.607 0.0 0.1 0.1 0.001
C 1.785 -7.210 0.009 0.1 0.3 -0.2 -0.001
C 2.382 -6.215 -0.754 -0.3 0.0 0.2 0.000
C 1.821 -4.959 -0.902 0.0 0.0 0.1 0.000
N 3.668 -6.501 -1.455 -1.5 0.3 0.8 0.000
O 4.158 -5.555 -2.002 0.9 0.5 -0.7 0.000
O 4.050 -7.629 -1.400 0.7 -0.8 -0.2 0.000
H -1.016 -5.524 0.883 -0.1 0.0 0.0 0.000
H 0.081 -7.708 1.200 0.0 0.0 0.0 0.000
H 2.265 -8.175 0.117 0.0 0.1 -0.1 0.000
H 2.318 -4.207 -1.497 0.1 -0.1 0.0 0.000
```
Positions in Å, forces in eV/Å.

- Calculated total energy: -2347.25773 Ha
- Net charge: +3
- Highest occupied orbital energy (spin up / spin down): -16.6 / -16.8 eV
- Energy relative to the best compared isomer or geometry (same formula, charge and spin): 155.75 kJ/mol
- Expectation value of S²: 6.0445
- Frontier orbital gap (spin up / spin down): 5.10 / 4.16 eV
- Spin multiplicity: 5

=====

# 4
The following is a quantum chemistry calculation of a molecular structure, C9H10ClN2O2 in a non-equilibrium geometry, from the Open Molecules 2025 dataset.

```
24
Properties=species:S:1:pos:R:3:forces:R:3:mulliken_charge:R:1
C 2.539 1.692 -0.591 -0.2 -0.1 0.3 -0.120
C 1.956 0.433 -0.700 0.0 0.1 0.1 -0.931
C 2.193 2.498 0.486 0.0 -0.2 -0.1 -0.650
C 1.039 0.028 0.247 0.3 -0.1 -0.4 0.096
C -1.262 -0.477 1.928 -1.5 -0.2 -4.1 -0.113
C -1.860 -0.474 0.018 1.3 0.2 4.5 0.316
C -0.343 0.483 2.305 0.2 -0.4 0.5 0.333
C 1.263 2.040 1.395 0.2 0.3 0.1 -0.052
C -1.744 -2.831 0.010 0.2 -1.0 0.5 -0.598
N 0.686 0.841 1.249 0.2 0.2 -0.2 0.049
N -2.163 0.663 -0.539 -0.3 -0.3 -0.6 -0.214
O -0.134 0.935 3.408 -0.1 0.3 -0.1 -0.582
O -2.081 -1.576 -0.586 -0.2 1.0 -0.6 -0.366
Cl -2.672 -0.788 2.835 0.0 0.0 0.1 -0.067
H 3.263 2.024 -1.318 0.1 0.0 -0.1 0.438
H 2.230 -0.235 -1.500 0.0 -0.1 0.0 0.417
H 2.642 3.468 0.627 0.0 0.1 0.0 0.416
H 0.600 -0.957 0.247 0.0 0.0 0.1 0.701
H 0.966 2.597 2.274 -0.1 -0.1 0.0 0.462
H -0.800 -3.180 -0.413 -0.1 0.1 0.0 0.283
H -2.535 -3.527 -0.263 0.1 0.2 0.0 0.280
H -1.665 -2.739 1.093 0.0 0.1 -0.1 0.353
H -2.080 1.533 -0.035 0.0 -0.2 0.1 0.266
H -2.616 0.686 -1.450 0.1 0.0 0.1 0.282
```
Positions in Å, forces in eV/Å.

- Calculated total energy: -1068.78964 Ha
- Net charge: +1
- Highest occupied orbital energy: -11.6 eV
- Energy relative to the best compared isomer or geometry (same formula, charge and spin): 0.00 kJ/mol
- Frontier orbital gap: 7.26 eV